DFT (ωB97M-V/def2-TZVPD) results for C30H39ClN4O4 in the gas phase.

Summary:
Kohn-Sham gap   0.321 Ha
Total charge   0
LUMO level   0.5 eV
SMILES   O=C(Nc1cccc(Cl)c1)[C@H]1[C@H]2C(=O)N(CCCN3CCCCC3)[C@H](C(=O)NC3CCCCC3)[C@]23C=C[C@H]1O3

Cartesian coordinates (Å):
O1 1.276 -2.394 2.865
C1 0.410 -2.507 2.024
N1 -0.911 -2.625 2.281
C2 -1.542 -2.546 3.526
C3 -2.925 -2.364 3.530
C4 -3.613 -2.291 4.725
C5 -2.943 -2.400 5.933
C6 -1.571 -2.581 5.917
Cl1 -0.715 -2.711 7.414
C7 -0.858 -2.659 4.732
C8 0.793 -2.654 0.539
C9 -0.009 -1.946 -0.573
C10 -1.202 -1.043 -0.293
O2 -2.226 -1.374 0.280
N2 -0.971 0.160 -0.834
C11 -1.884 1.273 -0.676
C12 -2.036 1.645 0.801
C13 -0.689 1.935 1.467
N3 -0.841 2.150 2.896
C14 0.260 2.916 3.455
C15 -0.028 3.267 4.911
C16 -0.225 1.996 5.728
C17 -1.327 1.166 5.081
C18 -0.985 0.897 3.620
C19 0.263 0.281 -1.576
C20 -0.001 0.231 -3.093
O3 -1.046 -0.171 -3.553
N4 1.039 0.667 -3.826
C21 1.043 0.674 -5.278
C22 1.970 -0.413 -5.827
C23 1.967 -0.390 -7.353
C24 2.389 0.981 -7.870
C25 1.463 2.063 -7.322
C26 1.468 2.047 -5.796
C27 1.053 -0.928 -1.105
C28 2.030 -1.746 -1.919
C29 2.720 -2.425 -1.010
C30 2.188 -1.970 0.331
O4 1.802 -0.635 0.063
H1 -1.560 -2.532 1.498
H2 -3.447 -2.268 2.590
H3 -4.682 -2.146 4.720
H4 -3.474 -2.342 6.870
H5 0.210 -2.792 4.744
H6 0.853 -3.730 0.351
H7 -0.319 -2.656 -1.345
H8 -1.488 2.111 -1.253
H9 -2.857 0.992 -1.088
H10 -2.677 2.522 0.886
H11 -2.530 0.819 1.309
H12 -0.273 2.847 1.028
H13 0.020 1.112 1.267
H14 0.369 3.836 2.873
H15 1.211 2.355 3.393
H16 0.797 3.860 5.311
H17 -0.938 3.868 4.952
H18 -0.485 2.240 6.759
H19 0.703 1.419 5.740
H20 -1.453 0.216 5.602
H21 -2.270 1.712 5.126
H22 -1.789 0.315 3.167
H23 -0.058 0.297 3.563
H24 0.787 1.204 -1.305
H25 1.893 0.940 -3.364
H26 0.013 0.461 -5.580
H27 1.637 -1.390 -5.470
H28 2.986 -0.241 -5.459
H29 0.962 -0.620 -7.713
H30 2.643 -1.158 -7.733
H31 3.415 1.189 -7.558
H32 2.363 0.989 -8.961
H33 0.447 1.887 -7.681
H34 1.780 3.044 -7.680
H35 0.789 2.809 -5.409
H36 2.474 2.272 -5.433
H37 2.045 -1.804 -2.989
H38 3.474 -3.175 -1.141
H39 2.842 -2.033 1.195

=====

DFT (ωB97M-V/def2-TZVPD) results for a molecular structure, C30H40Ge2I2NO2Rh.

Summary:
Kohn-Sham gap (alpha / beta)   0.115 / 0.197 Ha
Total charge   -2
2S+1   5
LUMO level (alpha / beta)   3.9 / 3.9 eV

Cartesian coordinates (Å):
Rh1 -0.306 -0.645 1.492
I1 -2.985 0.448 5.896
C1 -1.816 1.730 4.725
C2 -1.732 3.070 5.067
C3 -0.956 3.908 4.289
I2 -0.884 5.935 4.858
C4 -0.236 3.457 3.157
C5 0.571 4.267 2.321
C6 1.222 3.658 1.225
C7 1.073 2.317 0.994
N1 0.324 1.508 1.777
C8 -0.344 2.070 2.846
C9 -1.145 1.183 3.614
O1 -1.254 -0.084 3.307
H1 -2.267 3.450 5.926
H2 0.676 5.324 2.520
H3 1.838 4.243 0.551
H4 1.549 1.848 0.143
C10 -0.707 -4.014 -0.680
C11 0.754 -3.688 -0.372
Ge1 1.052 -1.717 -0.194
C12 3.032 -1.524 -0.178
C13 3.480 -0.074 -0.053
C14 0.660 -1.306 -2.108
C15 -0.283 -0.595 -2.744
Ge2 -1.603 0.438 -1.675
C16 -3.443 -0.099 -2.184
C17 -4.050 0.292 -3.530
C18 -1.298 2.400 -1.709
C19 -1.769 3.336 -2.821
C20 -0.377 -0.636 -4.229
C21 0.034 -1.753 -4.967
C22 -0.054 -1.780 -6.350
C23 -0.566 -0.691 -7.046
C24 -0.999 0.416 -6.332
C25 -0.911 0.434 -4.947
H5 -0.884 -5.088 -0.802
H6 -1.037 -3.515 -1.596
H7 -1.357 -3.658 0.124
H8 1.409 -4.057 -1.170
H9 1.068 -4.186 0.547
H10 3.436 -1.982 -1.089
H11 3.409 -2.102 0.670
H12 3.078 0.537 -0.868
H13 4.570 0.036 -0.064
H14 3.112 0.350 0.881
H15 1.362 -1.858 -2.749
H16 -4.047 0.289 -1.359
H17 -3.451 -1.187 -2.073
H18 -4.014 1.371 -3.699
H19 -5.101 -0.008 -3.599
H20 -3.524 -0.180 -4.362
H21 -0.223 2.527 -1.544
H22 -1.756 2.698 -0.761
H23 -1.209 3.203 -3.749
H24 -1.634 4.380 -2.525
H25 -2.829 3.204 -3.053
H26 0.406 -2.623 -4.441
H27 0.268 -2.664 -6.888
H28 -0.638 -0.714 -8.127
H29 -1.414 1.272 -6.851
H30 -1.265 1.301 -4.406
C26 2.934 -2.481 3.892
C27 1.693 -1.573 3.802
C28 0.731 -1.990 4.933
C29 2.139 -0.109 4.009
C30 1.017 -1.839 2.467
H31 3.427 -2.364 4.864
H32 3.653 -2.227 3.109
H33 2.655 -3.532 3.771
H34 1.211 -1.864 5.912
H35 0.448 -3.041 4.821
H36 -0.173 -1.383 4.896
H37 1.649 0.344 4.874
H38 1.893 0.499 3.142
H39 3.219 -0.046 4.169
H40 0.971 -2.919 2.300
O2 -1.481 0.054 0.004

=====

DFT (ωB97M-V/def2-TZVPD) results for a molecular structure, C30H40N4SV.

Summary:
Kohn-Sham gap (alpha / beta)   0.235 / 0.252 Ha
Total charge   +2
2S+1   2
LUMO level (alpha / beta)   -8.1 / -7.7 eV

Cartesian coordinates (Å):
V1 -0.294 -0.079 -0.417
N1 -0.849 -2.158 3.266
C1 -0.367 -1.411 2.272
S1 -1.568 -0.366 1.461
N2 0.867 -1.508 1.896
N3 1.121 -0.575 0.899
C2 2.205 0.130 0.967
C3 3.300 -0.114 1.903
C4 3.835 -1.400 2.025
C5 4.877 -1.628 2.905
C6 5.356 -0.591 3.699
C7 4.804 0.679 3.607
C8 3.787 0.926 2.702
C9 2.211 1.309 0.072
C10 3.340 2.083 -0.128
C11 3.233 3.248 -0.882
C12 2.000 3.594 -1.396
C13 0.928 2.728 -1.208
N4 1.023 1.592 -0.519
H1 -1.801 -2.076 3.568
H2 -0.220 -2.748 3.788
H3 3.443 -2.210 1.425
H4 5.311 -2.615 2.983
H5 6.160 -0.779 4.398
H6 5.165 1.474 4.244
H7 3.348 1.913 2.650
H8 4.282 1.786 0.307
H9 4.100 3.873 -1.049
H10 1.852 4.504 -1.960
H11 -0.039 2.958 -1.623
C14 -1.012 0.601 -2.487
C15 -0.331 -0.649 -2.602
C16 -1.082 -1.599 -1.817
C17 -2.212 -0.867 -1.304
C18 -2.185 0.478 -1.721
C19 -3.269 1.515 -1.523
C20 -2.674 2.881 -1.182
C21 -4.019 1.608 -2.864
C22 -4.250 1.094 -0.430
C23 -1.011 -3.121 -1.613
C24 -1.839 -3.553 -0.391
C25 0.399 -3.673 -1.398
C26 -1.678 -3.765 -2.844
C27 0.951 -0.760 -3.436
C28 1.178 0.543 -4.217
C29 0.806 -1.876 -4.483
C30 2.199 -0.986 -2.569
H12 -0.678 1.506 -2.965
H13 -2.987 -1.304 -0.700
H14 -2.072 3.272 -2.005
H15 -2.072 2.849 -0.269
H16 -3.477 3.599 -1.019
H17 -3.358 1.926 -3.671
H18 -4.824 2.338 -2.782
H19 -4.460 0.650 -3.139
H20 -3.773 1.013 0.548
H21 -4.737 0.147 -0.662
H22 -5.036 1.844 -0.343
H23 -1.474 -3.113 0.538
H24 -1.761 -4.634 -0.289
H25 -2.899 -3.328 -0.498
H26 0.875 -3.227 -0.518
H27 1.052 -3.548 -2.255
H28 0.325 -4.744 -1.211
H29 -2.707 -3.421 -2.952
H30 -1.704 -4.847 -2.707
H31 -1.152 -3.557 -3.769
H32 0.349 0.768 -4.888
H33 2.071 0.428 -4.829
H34 1.350 1.401 -3.562
H35 -0.107 -1.753 -5.066
H36 0.809 -2.871 -4.050
H37 1.649 -1.820 -5.171
H38 2.463 -0.076 -2.025
H39 3.045 -1.209 -3.220
H40 2.104 -1.804 -1.861

=====

> total charge of number 2 (C30H40Ge2I2NO2Rh)?

-2

=====

> Among the records above, which one has the lowest total charge?

C30H40Ge2I2NO2Rh